(1)
The following is a quantum chemistry calculation of C24H43N2OP3Sn as an isolated structure at a distorted geometry, from the Open Molecules 2025 dataset.

Output
Energy above the lowest of the compared OMol25 structures with the same formula, charge and spin, kJ/mol: 201.8
Total charge: +4
Frontier orbital gap (alpha / beta), eV: 4.9 / 3.2
Molecular weight, g/mol: 587.254
Highest occupied orbital energy (alpha / beta), eV: -19.57 / -18.65
LUMO level (alpha / beta), eV: -14.7 / -15.5
Calculated total energy, eV: -64269.2987

Geometry (Å):
Sn 0.04043 0.32616 0.02280
P 2.12850 0.62230 1.84877
P -0.98868 2.37113 -1.12839
P 2.10646 -0.53217 -1.62583
H -1.26747 -4.16052 0.96528
C -0.25588 -4.56179 1.11236
C 0.53122 -4.18917 2.13765
H 0.19377 -3.49838 2.91968
C 1.57454 0.63556 3.58895
C 2.91780 2.26636 1.65145
C 3.54428 -0.53982 1.98734
C -2.50811 1.82980 -1.96405
C -1.55778 3.73431 -0.08518
C -0.01901 3.13369 -2.46676
C 2.68509 -2.17686 -1.08435
C 3.54541 0.59483 -1.55354
C 1.94133 -0.69036 -3.43324
H 0.09385 -5.29878 0.37731
H 1.52218 -4.64898 2.27762
H 0.97732 -0.26401 3.78829
H 0.94974 1.50844 3.81237
H 2.45238 0.63372 4.25183
H 2.15941 3.05266 1.76079
H 3.37241 2.36976 0.65822
H 3.69168 2.41235 2.41755
H 3.18262 -1.57541 1.91821
H 4.01943 -0.40629 2.97061
H 4.30169 -0.38417 1.20966
H -2.30896 1.66308 -3.03215
H -3.30800 2.57549 -1.84693
H -2.83293 0.88246 -1.51033
H -2.21261 4.39496 -0.67685
H -0.69431 4.30612 0.28456
H -2.12492 3.35394 0.77618
H -0.66281 3.82083 -3.03933
H 0.36299 2.34682 -3.13792
H 0.82834 3.69328 -2.04101
H 2.86667 -2.79626 -1.97553
H 1.92453 -2.67018 -0.45663
H 3.61635 -2.08644 -0.50629
H 4.21330 0.35300 -2.39361
H 4.10512 0.52308 -0.61390
H 3.18498 1.62672 -1.68198
H 2.73213 -1.36330 -3.80031
H 2.07303 0.30437 -3.88282
H 0.96390 -1.09214 -3.73029
C -1.53138 -1.70931 -2.91253
C -2.60001 -1.16921 -3.61296
C -2.90281 -1.68077 -4.87711
C -2.15999 -2.74286 -5.40834
C -1.12714 -3.31730 -4.65271
C -0.80118 -2.80086 -3.39980
O -1.20852 -1.10954 -1.69453
H -0.24155 -1.31323 -1.46743
H -3.13535 -0.32614 -3.18232
H -3.73201 -1.24222 -5.43256
H -2.42224 -3.15043 -6.38576
H -0.58223 -4.18649 -5.02043
H 0.00509 -3.22018 -2.79759
N -2.57641 -0.84556 3.28095
C -1.94121 -0.91436 2.09638
N -1.43732 0.28668 1.77910
C -1.77368 1.17867 2.82155
C -1.34535 2.48414 3.11582
C -1.70153 3.02310 4.36219
C -2.42667 2.27247 5.30469
C -2.81716 0.95561 5.01918
C -2.49999 0.46353 3.76478
H -3.01681 -1.62609 3.75837
H -1.90533 -1.81732 1.49337
H -0.75649 3.03495 2.37928
H -1.40409 4.04423 4.61424
H -2.68122 2.72431 6.26254
H -3.33887 0.30403 5.72135

=====

(2)
The following is a quantum chemistry calculation of C24H43N2OP3Ti as an isolated structure at a distorted geometry, from the Open Molecules 2025 dataset.

Output
Energy above the lowest of the compared OMol25 structures with the same formula, charge and spin, kJ/mol: 100.0
Total charge: +3
Frontier orbital gap (alpha / beta), eV: 4.4 / 4.1
Molecular weight, g/mol: 516.410
Highest occupied orbital energy (alpha / beta), eV: -15.41 / -15.41
LUMO level (alpha / beta), eV: -11.0 / -11.3
Spin multiplicity: 2
Calculated total energy, eV: -81569.3022

Geometry (Å):
Ti -0.18495 0.40615 -0.31173
P -1.92438 0.81392 -2.12773
P -0.60706 -1.45082 1.39679
P 0.94632 -0.76985 -2.22668
H 1.70528 2.09730 0.92785
C 1.61143 1.76623 -0.10931
C 0.71707 2.40856 -0.99958
H 0.05080 3.19434 -0.62362
C -3.12858 2.14626 -1.81717
C -2.98451 -0.69011 -2.19732
C -1.64490 1.09519 -3.92303
C 0.29236 -0.94080 2.92096
C -2.17045 -1.94902 2.22712
C 0.02781 -3.11415 0.96855
C 1.56327 0.30706 -3.58226
C 0.07451 -2.10515 -3.14657
C 2.50191 -1.64773 -1.87034
H 2.51117 1.26846 -0.47723
H 0.94736 2.48492 -2.06196
H -2.60539 3.07960 -1.56767
H -3.80835 1.90309 -0.98958
H -3.71701 2.30182 -2.73385
H -3.46697 -0.86721 -1.23031
H -2.37660 -1.56880 -2.44588
H -3.76205 -0.56413 -2.96552
H -0.93537 1.92265 -4.05556
H -2.58842 1.37718 -4.41627
H -1.25741 0.19775 -4.42284
H 1.15456 -1.56734 3.18413
H -0.38788 -0.91290 3.77456
H 0.67149 0.07839 2.75748
H -1.96252 -2.81556 2.87681
H -2.95351 -2.19523 1.50245
H -2.54976 -1.11826 2.83796
H -0.07214 -3.81218 1.81575
H 1.07201 -3.06168 0.64357
H -0.55930 -3.49375 0.11542
H 2.36050 -0.25940 -4.08450
H 1.98006 1.23320 -3.16553
H 0.77844 0.56742 -4.30386
H 0.80775 -2.63784 -3.77624
H -0.73019 -1.71996 -3.78728
H -0.35092 -2.81441 -2.41939
H 3.14748 -1.68796 -2.75679
H 2.27622 -2.66581 -1.53879
H 3.04609 -1.12751 -1.07685
C 4.20547 -0.87217 1.22054
C 4.42239 -1.45527 2.47784
C 5.74356 -1.70476 2.87899
C 6.81340 -1.38378 2.03028
C 6.55973 -0.90411 0.74229
C 5.25582 -0.62829 0.32112
O 2.96964 -0.42399 0.79508
H 2.12100 -0.70529 1.24817
H 3.58997 -1.70853 3.11258
H 5.93918 -2.17321 3.84431
H 7.84905 -1.54545 2.37022
H 7.37335 -0.74272 0.03098
H 5.04702 -0.22435 -0.66465
N -1.94004 3.35201 2.36993
C -0.97713 2.71746 1.67118
N -1.45777 1.61964 1.09248
C -2.82105 1.53154 1.46802
C -3.81486 0.61640 1.12010
C -5.11791 0.85980 1.57149
C -5.42420 1.99499 2.34159
C -4.41612 2.90878 2.69789
C -3.13327 2.63947 2.24578
H -1.82943 4.21621 2.87753
H 0.03792 3.09303 1.59434
H -3.54774 -0.27809 0.54960
H -5.91349 0.16020 1.30328
H -6.45271 2.14182 2.66940
H -4.59700 3.80673 3.28147

=====

(3)
The following is a quantum chemistry calculation of C24H43N2P3S2Tc as an isolated structure at a distorted geometry, from the Open Molecules 2025 dataset.

Output
Energy above the lowest of the compared OMol25 structures with the same formula, charge and spin, kJ/mol: 0.0
Total charge: +4
Frontier orbital gap (alpha / beta), eV: 5.7 / 4.3
Molecular weight, g/mol: 614.678
Highest occupied orbital energy (alpha / beta), eV: -19.13 / -19.09
LUMO level (alpha / beta), eV: -13.5 / -14.7
Spin multiplicity: 4
Calculated total energy, eV: -80258.7029

Geometry (Å):
Tc 0.73329 0.26489 -0.10265
P 2.04459 -1.56314 -0.08582
P 1.93558 1.86954 1.10242
P 1.50227 0.97526 -2.07140
H -4.44298 -1.13629 -3.26494
C -3.55526 -1.04481 -3.88761
C -2.85339 -2.15505 -4.15900
H -3.41000 -3.11082 -4.20774
C 1.38405 -3.00881 0.82958
C 3.74597 -1.44836 0.60139
C 2.39922 -2.46921 -1.64425
C 0.96686 3.42744 1.21622
C 2.28917 1.66403 2.88699
C 3.55914 2.59141 0.61789
C 0.75223 0.01732 -3.42136
C 3.28744 0.96330 -2.46856
C 1.01188 2.69199 -2.43306
H -3.47944 -0.06339 -4.38047
H -1.87003 -2.11425 -4.62275
H 0.28900 -3.01325 0.77957
H 1.69601 -2.99944 1.87637
H 1.76122 -3.92196 0.35522
H 3.73142 -1.10135 1.64423
H 4.36267 -0.75381 0.01317
H 4.21072 -2.44558 0.56938
H 1.46794 -2.68870 -2.17750
H 2.85568 -3.42214 -1.33527
H 3.08820 -1.94516 -2.31352
H 1.45286 4.10389 1.93155
H -0.05545 3.21120 1.54584
H 0.91179 3.92538 0.24574
H 2.78060 2.56661 3.27214
H 2.95137 0.81418 3.07062
H 1.37518 1.51491 3.46555
H 3.88233 3.32224 1.37266
H 3.50829 3.11762 -0.33925
H 4.33758 1.82359 0.55496
H 0.75987 0.62425 -4.33425
H -0.28467 -0.24395 -3.17902
H 1.30489 -0.91041 -3.59039
H 3.44480 1.50952 -3.40455
H 3.65773 -0.05565 -2.58986
H 3.87671 1.44306 -1.68464
H 1.23244 2.90303 -3.48499
H 1.54181 3.40924 -1.79727
H -0.06396 2.80791 -2.26278
C -3.34979 -1.11965 -0.92932
C -2.96250 -0.03510 -1.75324
C -3.66750 1.18354 -1.70727
C -4.77412 1.32135 -0.86779
C -5.07882 0.29665 0.04042
C -4.35072 -0.88409 0.02062
S -2.99127 -2.86684 -0.86106
H -2.55635 -3.03801 -2.09021
H -2.04684 -0.09750 -2.34166
H -3.39524 2.02486 -2.36649
H -5.38828 2.23440 -0.90531
H -5.87368 0.40927 0.78653
H -4.58969 -1.69165 0.72335
N -1.88468 1.83748 0.87582
C -1.66070 0.81672 1.75082
N -0.55057 0.09718 1.76646
C -0.45936 -0.61055 3.00300
C 0.65086 -1.27920 3.50881
C 0.54331 -1.95671 4.72189
C -0.65942 -1.92255 5.44742
C -1.76188 -1.19871 4.97252
C -1.63995 -0.51032 3.77477
S -2.82894 0.53397 3.01667
H -2.82009 2.21626 0.91846
H -1.47914 1.72037 -0.05662
H 1.55962 -1.26883 2.89223
H 1.40469 -2.51127 5.08988
H -0.75042 -2.48899 6.37013
H -2.71620 -1.15836 5.49056

=====

Q: Look up the calculated total energy of the second one.
A: -81569.3022 eV

=====

Q: Number 2 is which compound?
A: C24H43N2OP3Ti